Formula: C4H8N2S
Source: OMol25
Level of theory: ωB97M-V/def2-TZVPD

Computed properties:
Lowest unoccupied orbital energy (eV): 0.865
HOMO energy (eV): -8.4
ΔE to the lowest compared entry with this formula, charge and spin (eV): 3.621
Strongest force on any atom (eV/A): 4.57

Each line ends with the natural charge from an NBO analysis.
Atoms and positions in Å:
1 C 2.0016 1.3157 -0.4572  -0.079
2 C -0.2207 0.8303 -0.2554  0.198
3 C -0.9874 1.0711 0.9742  -0.664
4 C 0.5535 -1.6620 -0.5994  -0.448
5 N 0.7885 1.6147 -0.6747  -0.452
6 N 0.8203 -0.7325 0.4902  -0.713
7 S 2.3376 -0.0731 0.5187  0.467
8 H 2.7599 2.0655 -0.7027  0.218
9 H -0.5849 0.3735 -1.1397  0.206
10 H -1.8165 1.9085 1.0110  0.228
11 H -0.2921 1.2661 1.8270  0.241
12 H -1.6088 0.1958 1.1776  0.239
13 H 0.9857 -2.8043 -0.4702  0.182
14 H -0.4784 -1.8686 -0.6327  0.198
15 H 0.9996 -1.4562 -1.6026  0.179